[1]
DFT (the ωB97M-V functional and the def2-TZVPD basis) results for a molecular structure, C34H45IrN2OP2Si2.

DFT total energy   -2873.42520 hartree
Lowest unoccupied orbital energy   0.27 eV
Gap between HOMO and LUMO   0.2739 hartree
Total charge   0
Energy relative to the best compared isomer or geometry (same formula, charge and spin)   0.562 eV

Positions of all 87 atoms, in Å:
C 3.34422 -3.16488 0.52740
H -2.33405 -0.42186 2.56837
C 1.23399 4.64570 2.83373
H -4.11187 -1.79677 1.39421
H 2.93813 1.77854 -2.51565
H -2.15813 -0.58215 6.83754
C 6.16775 1.10327 -0.24567
Si -2.23605 1.99114 0.37297
C 3.64425 -0.05495 -0.07727
C -3.40753 -2.46752 -0.53521
Ir -0.62629 -1.04613 -0.01534
H -4.17512 0.46576 0.19989
H -3.21090 -4.57680 -0.93668
H 2.43845 5.97868 1.66328
H -3.41325 0.64983 -1.38256
C 4.45017 -0.28361 -1.19093
C -0.47664 0.32585 5.86248
C -1.71558 -0.29673 5.89204
H 0.89698 -2.82746 -1.78529
H 1.85353 2.06764 0.04518
C 2.01770 4.98430 1.74081
H 5.74944 1.92764 1.69092
C 4.12178 0.73990 0.95757
C -2.37947 -0.56622 4.70256
C 1.90832 -4.65940 -1.31691
C 2.88329 -5.26675 -0.54239
H 1.55921 -0.52939 -4.99336
H 2.84380 4.30780 -0.12729
C -1.57468 3.39119 -0.69068
P 0.16242 0.77317 1.83588
C 1.70468 2.78140 0.84511
N 0.95027 -0.28321 -1.13446
Si 0.93202 0.31299 -2.75961
H 6.32039 0.12511 -2.15127
H -0.88467 4.02371 -0.12854
C 1.65598 -3.30098 -1.17253
H -3.33910 -1.06731 4.71571
H 3.08454 -6.32447 -0.65378
H 1.03406 5.37544 3.60757
O -2.05108 -2.31303 -0.15771
C -0.58189 0.44733 3.45590
H 1.34270 -5.24010 -2.03404
C 3.60232 -4.51666 0.38173
H -3.64776 3.42994 1.79475
C -3.50382 -3.66731 -1.46347
C 0.93634 2.41974 1.95223
C -1.81462 -0.19828 3.49255
C 1.01887 -0.63571 1.38653
C 2.36797 -2.54651 -0.25040
C 5.38324 1.31453 0.87755
H -1.37010 1.13074 -2.47576
H 1.22136 -1.88138 -3.91515
H -1.03783 3.00214 -1.55855
H -3.73492 -1.57151 -1.07468
H 4.10336 -0.93506 -1.98476
C -4.24655 -2.64411 0.71984
C 1.69865 -0.90154 -3.97439
H -1.35713 -0.30484 -3.50394
C 0.08969 0.68971 4.64865
H -5.30846 -2.72064 0.47665
H -0.87694 1.26326 -4.16702
C -0.83322 0.62698 -3.28091
H 1.44909 2.67084 -2.18307
P 1.98182 -0.78520 0.00463
H 1.07885 1.13549 4.64121
N -0.94896 0.84130 0.65019
H 4.36187 -4.99087 0.98969
C 1.90253 1.92034 -2.83474
H 0.06257 3.13456 3.78673
H -2.39008 4.02215 -1.05410
C -3.69288 1.18064 -0.47094
H -2.83943 -3.53662 -2.31821
H -3.94285 -3.54996 1.24692
H 3.90011 -2.58690 1.25701
H 0.05644 0.52358 6.78342
H 1.91737 2.32556 -3.84928
H -4.43449 1.93590 -0.73897
C 0.69460 3.37061 2.93869
H -2.05304 3.25821 2.51930
C 5.70129 0.30188 -1.28129
H 7.14935 1.55474 -0.31211
H 2.77036 -1.04109 -3.82527
C -2.84284 2.71799 1.99489
H 3.50564 0.90686 1.83230
H -4.52286 -3.79278 -1.83497
H -3.22725 1.95217 2.66956
C 2.25017 4.04908 0.74055

=====

[2]
DFT (the ωB97M-V functional and the def2-TZVPD basis) results for a molecular structure, C34H46CdN7O3S.

DFT total energy   -2498.14623 hartree
Lowest unoccupied orbital energy   2.51 eV
Gap between HOMO and LUMO   0.2397 hartree
Total charge   -1
Energy relative to the best compared isomer or geometry (same formula, charge and spin)   0.714 eV

Positions of all 92 atoms, in Å:
H -1.12196 4.51971 2.73200
C 1.48906 -2.10565 1.31157
H 5.62906 -1.92408 -3.13761
C -3.40112 0.06694 1.80617
C -0.88198 -2.49577 0.96090
H 1.79675 5.34273 5.61191
H -2.71363 3.25391 -0.93641
H -1.64701 -1.79934 -4.91351
C 6.03220 -0.89116 0.05072
H -4.67052 -0.31789 -5.40861
H -1.31747 -5.89120 1.39558
N -3.51783 -0.49566 -3.67700
H 3.02849 -0.06100 2.60728
O 1.64329 0.41909 -0.91011
C 0.20387 2.90673 2.44294
H -3.14170 0.51998 2.77132
H -4.32604 -1.20495 -1.85358
H 0.51368 -0.12615 -3.02405
C -4.56681 -1.13557 -2.91114
C 1.19215 1.94286 3.06239
H -5.48900 -0.55476 -2.99312
H 6.66114 -1.05804 0.91869
H 4.80159 0.59288 1.02680
C 1.52129 4.59945 4.87391
H -4.23507 -1.75419 0.29778
C 0.33350 4.78647 4.18403
C -4.06605 1.17589 0.98203
O 2.92890 2.04439 0.38781
H -1.97942 1.72826 -0.51371
H -4.14697 -0.70667 2.02060
H -1.27447 4.38238 0.82418
C -3.42040 -2.43946 0.50788
C 4.18341 0.24053 -0.97940
H 0.14619 -4.19158 1.70523
O 2.85260 2.17649 -2.06960
H -2.80158 2.57903 1.98112
Cd 0.03118 0.44928 0.71546
H -0.24864 5.65306 4.48666
H 8.31620 -2.10366 -1.59676
H 3.10892 1.74105 3.91484
C -1.70450 -4.91437 1.11666
C -3.73817 -3.77104 0.32989
N 0.15463 -1.72630 0.88804
C -3.30819 2.50790 1.01261
H -4.01926 3.33860 0.97929
C -0.06496 0.64216 -3.53999
H 3.33925 3.59786 5.20525
N -0.28586 2.54479 1.28566
N -2.18011 -0.53726 1.30402
C -3.00126 -4.91340 0.61108
H -3.48612 -5.87138 0.47012
N 1.09142 0.70145 2.69103
H 0.76248 -1.98095 3.33415
H -0.36753 3.61531 -0.46814
H -0.05427 -1.11319 -5.22009
C 2.07199 -0.27897 3.10619
C 6.27596 -1.60434 -1.11711
C 5.45422 -1.37357 -2.21930
H 7.17323 -3.41706 -1.86205
H -2.69115 -0.60620 -1.29516
H -3.19861 0.66213 -5.40422
C -2.21571 -1.78490 0.91758
H -4.58562 1.16278 -4.43739
C 7.41727 -2.58382 -1.20202
H -4.76472 -2.14859 -3.27292
H 2.20618 -1.55927 0.69235
C 4.41695 -0.45829 -2.15619
H -1.45346 -0.52396 -6.12211
N -1.31611 0.12898 -4.09123
H -4.23304 0.85309 -0.05338
H -4.74473 -3.94576 -0.04263
C -4.01128 0.29560 -4.78989
C -2.25871 -0.25873 -3.12753
C -2.27543 2.69837 -0.10166
H 0.52425 1.06381 -4.35466
H 2.26044 -0.21070 4.18650
C 2.26190 2.41349 3.88543
H 7.66354 -2.98758 -0.21953
H -5.05782 1.32309 1.42205
S 2.79505 1.35736 -0.87886
C -1.02100 3.41270 0.38818
C 4.99325 0.02858 0.12329
C -0.80701 -3.88479 1.29664
H 1.70363 -3.16834 1.17003
H 3.77833 -0.27937 -3.01228
C -0.21014 4.08686 3.12334
C 2.40200 3.54422 4.65761
C -1.11555 -0.87438 -5.14147
H 2.47554 -2.35980 3.21278
N -1.91071 -0.40915 -1.91048
C 1.68220 -1.73004 2.79702
H -0.26847 1.43204 -2.82168